No. 1
A cluster of 4 separate species, C23H46I2N3O7P in total. Source: OMol25; level of theory: wB97M-V/def2-TZVPD.

Summary:
E_HOMO	-9.07	eV
molecular weight	761.42	u
orbital gap	7.6	eV
2S+1	1

Each line ends with the Löwdin charge.
Element x y z (Å)
C: 3.24 -0.51 2.88  -0.016
C: 2.13 -1.13 2.00  -0.382
O: 2.52 -2.41 1.49  -0.048
C: 1.68 -0.25 0.81  -0.113
O: 0.52 0.55 1.07  -0.066
C: -0.62 -0.17 1.11  -0.368
N: -0.62 -1.42 0.78  0.206
N: -1.79 -2.03 0.90  -0.090
C: -1.80 -3.48 0.57  -0.126
C: -2.29 -3.83 -0.87  -0.716
C: -3.49 -4.83 -0.83  -0.142
I: -2.64 -2.15 -2.15  0.934
C: -2.92 -1.53 1.31  -0.107
C: -4.24 -2.31 1.43  -0.765
O: -5.08 -2.23 0.52  -0.005
O: -4.38 -2.96 2.48  0.015
C: -2.95 -0.14 1.67  -0.264
P: -4.50 0.72 2.22  0.724
N: -4.79 1.99 1.34  -0.340
C: -1.77 0.57 1.60  -0.548
I: -1.61 2.59 2.17  1.013
H: 3.39 0.56 2.72  0.083
H: 3.00 -0.72 3.93  0.082
H: 4.16 -1.08 2.67  0.078
H: 1.26 -1.34 2.66  0.136
H: 1.83 -2.64 0.86  0.071
H: 1.60 -0.81 -0.14  0.133
H: 2.50 0.47 0.62  0.135
H: -0.77 -3.83 0.68  0.126
H: -2.38 -4.02 1.34  0.124
H: -1.47 -4.40 -1.34  0.060
H: -3.19 -5.79 -1.28  0.075
H: -4.39 -4.44 -1.32  0.058
H: -3.78 -5.08 0.20  0.078
H: -4.26 1.09 3.56  0.006
H: -5.55 -0.21 2.14  0.038
H: -5.69 1.87 0.89  -0.035
C: 1.41 3.66 -1.88  -0.070
C: 1.62 2.72 -3.06  -0.275
O: 1.08 1.43 -2.86  -0.161
C: -0.33 1.38 -2.67  -0.288
C: -1.13 1.90 -3.84  -0.064
H: 1.76 3.20 -0.95  0.076
H: 1.95 4.59 -2.04  0.079
H: 0.36 3.90 -1.75  0.053
H: 2.70 2.57 -3.20  0.118
H: 1.24 3.16 -3.98  0.109
H: -0.60 1.89 -1.74  0.104
H: -0.57 0.33 -2.51  0.059
H: -0.98 2.98 -3.97  0.056
H: -2.20 1.74 -3.68  0.080
H: -0.83 1.41 -4.77  0.087
C: -2.26 6.05 -1.90  -0.077
C: -2.19 6.02 -3.42  -0.281
O: -2.94 4.95 -3.96  -0.175
C: -4.33 4.96 -3.71  -0.277
C: -5.04 6.17 -4.29  -0.079
H: -1.98 5.08 -1.49  0.071
H: -1.58 6.81 -1.50  0.078
H: -3.26 6.29 -1.54  0.069
H: -1.15 5.85 -3.72  0.113
H: -2.49 6.97 -3.86  0.109
H: -4.53 4.85 -2.64  0.109
H: -4.73 4.06 -4.19  0.119
H: -4.74 7.09 -3.78  0.066
H: -6.12 6.07 -4.17  0.077
H: -4.82 6.29 -5.35  0.082
C: 6.82 -5.71 4.89  -0.082
C: 6.34 -4.28 4.71  -0.284
O: 7.04 -3.57 3.71  -0.162
C: 6.96 -4.10 2.39  -0.279
C: 5.55 -4.14 1.84  -0.077
H: 7.90 -5.73 5.06  0.082
H: 6.32 -6.17 5.75  0.076
H: 6.60 -6.32 4.02  0.065
H: 6.50 -3.73 5.63  0.117
H: 5.26 -4.25 4.51  0.106
H: 7.43 -5.09 2.35  0.106
H: 7.57 -3.44 1.77  0.117
H: 4.92 -4.85 2.39  0.070
H: 5.56 -4.45 0.79  0.080
H: 5.07 -3.16 1.92  0.054

***

No. 2
A structure of composition C3H4O4Zn. Source: OMol25; level of theory: wB97M-V/def2-TZVPD.

Summary:
E_HOMO (spin up / spin down)	-10.85 / -15.09	eV
molecular weight	169.45	u
orbital gap (spin up / spin down)	5.7 / 9.9	eV
expectation value of S²	0.754
2S+1	2
charge	+1
energy relative to the best compared isomer or geometry (same formula, charge and spin)	4.8	kJ/mol

Each line ends with the Löwdin charge.
Element x y z (Å)
O: 3.04 -0.93 -0.68  0.337
C: 2.15 -0.22 -0.46  -0.275
O: 1.56 0.75 -0.11  0.120
O: -0.46 -0.92 -0.02  -0.193
C: -2.10 -1.15 -0.02  -0.053
C: -2.71 0.17 -0.30  -0.249
O: -2.10 1.24 0.16  -0.216
H: -0.08 -1.70 0.39  0.103
H: -2.26 -1.49 1.02  0.126
H: -2.36 -1.92 -0.75  0.126
H: -3.77 0.22 -0.55  0.131
Zn: -0.29 0.97 0.34  1.043

***

No. 3
An isolated molecule of C4H5NO2. Source: OMol25; level of theory: wB97M-V/def2-TZVPD.

Summary:
E_HOMO (spin up / spin down)	-10.00 / -10.00	eV
molecular weight	99.09	u
orbital gap (spin up / spin down)	8.0 / 8.0	eV
2S+1	1
energy relative to the best compared isomer or geometry (same formula, charge and spin)	406.8	kJ/mol

Each line ends with the Löwdin charge.
Element x y z (Å)
O: 1.41 0.89 -1.56  0.076
C: 0.74 -0.11 -1.50  -0.252
C: 0.44 -0.80 -0.21  0.003
C: 0.86 -0.24 1.00  -0.087
N: -0.64 0.62 1.35  0.143
C: -1.55 0.68 0.44  -0.509
O: -1.76 0.23 -0.69  0.002
H: 0.31 -0.58 -2.40  0.128
H: -0.05 -1.76 -0.24  0.128
H: 0.92 -0.87 1.88  0.108
H: 1.58 0.58 0.94  0.109
H: -2.26 1.36 1.00  0.153

***

No. 4
A cluster of 4 separate species, H10NO3 in total. Source: OMol25; level of theory: wB97M-V/def2-TZVPD.

Summary:
E_HOMO	-15.40	eV
molecular weight	72.08	u
orbital gap	12.1	eV
2S+1	1
charge	+1
energy relative to the best compared isomer or geometry (same formula, charge and spin)	72.5	kJ/mol

Each line ends with the Löwdin charge.
Element x y z (Å)
N: -0.60 0.53 -0.14  0.305
H: 0.14 1.19 0.05  0.083
H: -1.52 1.01 -0.05  0.173
H: -0.51 -0.27 0.49  0.114
H: -0.52 0.11 -1.09  0.106
H: 0.67 3.28 1.99  0.107
H: 1.08 3.45 0.38  0.100
O: 0.82 2.79 1.11  -0.124
H: 1.26 -1.11 -2.89  0.075
H: -0.01 -1.70 -2.44  0.055
O: 0.50 -0.89 -2.35  -0.041
H: -0.05 -3.41 1.32  0.101
H: -0.98 -2.56 2.14  0.037
O: -0.28 -2.43 1.49  -0.092

***

No. 5
A cluster of 11 separate species, C57H138N8O9 in total. Source: OMol25; level of theory: wB97M-V/def2-TZVPD.

Summary:
E_HOMO	-8.06	eV
molecular weight	1079.78	u
orbital gap	8.7	eV
SMILES string	CCN(CC)CC.CCN(CC)CC.CCN(CC)CC.CCN(CC)CC.CCN(CC)CC.CCN(CC)CC.CCN(CC)CC.CCN(CC)CC.COC(=O)OC.COC(=O)OC.COC(=O)OC
2S+1	1

Each line ends with the Löwdin charge.
Element x y z (Å)
C: 0.43 5.10 1.94  -0.100
C: -0.11 4.96 0.53  -0.264
N: -1.51 5.36 0.57  -0.199
C: -2.09 4.95 -0.70  -0.252
C: -2.27 3.42 -0.87  -0.074
C: -1.68 6.78 0.74  -0.296
C: -3.08 7.27 1.06  -0.082
H: -0.35 4.96 2.73  0.089
H: 0.83 6.09 2.17  0.068
H: 1.20 4.43 2.25  0.047
H: 0.43 5.62 -0.16  0.106
H: -0.04 3.91 0.16  0.112
H: -3.09 5.36 -0.84  0.098
H: -1.53 5.38 -1.54  0.110
H: -1.42 2.80 -0.74  0.020
H: -3.05 3.11 -0.22  0.064
H: -2.62 3.37 -1.90  0.075
H: -1.27 7.24 -0.19  0.125
H: -0.97 7.05 1.51  0.099
H: -3.02 8.34 1.25  0.062
H: -3.41 6.70 1.97  0.091
H: -3.78 7.12 0.16  0.086
C: 0.53 2.60 -5.10  -0.060
C: 1.31 2.05 -3.87  -0.246
N: 2.62 2.65 -3.74  -0.172
C: 3.66 2.17 -4.67  -0.252
C: 3.51 0.68 -4.91  -0.101
C: 2.62 4.16 -3.77  -0.231
C: 1.58 4.69 -2.80  -0.094
H: 0.13 3.66 -4.92  0.085
H: -0.39 2.04 -5.32  0.058
H: 1.15 2.57 -5.97  0.060
H: 0.83 2.37 -2.96  0.088
H: 1.39 0.95 -3.93  0.084
H: 4.67 2.40 -4.33  0.104
H: 3.55 2.64 -5.70  0.119
H: 2.73 0.36 -5.56  0.055
H: 3.40 0.10 -4.00  0.053
H: 4.42 0.28 -5.36  0.081
H: 3.54 4.55 -3.40  0.081
H: 2.51 4.53 -4.81  0.124
H: 1.84 5.70 -2.67  0.062
H: 0.63 4.60 -3.30  0.052
H: 1.63 4.02 -1.96  0.060
C: 6.03 5.84 -1.44  -0.064
C: 4.62 6.29 -0.93  -0.208
N: 4.43 6.16 0.56  -0.152
C: 4.54 4.68 0.93  -0.246
C: 3.48 3.91 0.22  -0.088
C: 5.50 6.85 1.34  -0.259
C: 4.99 7.17 2.77  -0.097
H: 6.28 4.83 -1.10  0.053
H: 6.77 6.49 -1.06  0.050
H: 6.09 5.91 -2.49  0.053
H: 4.43 7.35 -1.17  0.113
H: 3.81 5.71 -1.37  0.060
H: 5.55 4.26 0.80  0.104
H: 4.39 4.76 2.01  0.096
H: 3.23 2.95 0.70  0.090
H: 2.60 4.56 0.19  0.063
H: 3.81 3.77 -0.76  0.026
H: 5.82 7.80 0.85  0.117
H: 6.45 6.26 1.45  0.114
H: 4.70 6.30 3.36  0.055
H: 4.08 7.80 2.82  0.076
H: 5.79 7.57 3.37  0.056
C: 1.88 0.48 -0.33  -0.082
C: 0.56 -0.10 -0.07  -0.272
N: -0.49 0.74 0.54  -0.133
C: -0.16 0.90 1.94  -0.268
C: -1.03 1.80 2.73  -0.081
C: -1.88 0.17 0.34  -0.244
C: -2.34 -0.08 -1.06  -0.081
H: 1.89 1.39 -0.85  0.040
H: 2.39 -0.29 -1.00  0.103
H: 2.50 0.57 0.59  0.085
H: 0.29 -0.54 -1.00  0.081
H: 0.81 -0.99 0.57  0.100
H: -0.28 -0.08 2.35  0.084
H: 0.90 1.27 1.96  0.131
H: -1.37 2.72 2.25  0.069
H: -1.95 1.25 3.01  0.056
H: -0.53 2.06 3.66  0.081
H: -2.54 0.81 0.95  0.094
H: -1.98 -0.83 0.86  0.109
H: -2.09 -1.08 -1.38  0.037
H: -1.94 0.74 -1.70  0.083
H: -3.45 0.01 -1.02  0.081
C: -0.08 -2.75 -2.91  -0.072
C: 0.99 -2.17 -3.83  -0.265
N: 0.63 -1.97 -5.23  -0.148
C: -0.59 -1.14 -5.40  -0.235
C: -0.77 -0.72 -6.88  -0.086
C: 0.56 -3.31 -5.91  -0.274
C: 1.87 -3.90 -6.16  -0.097
H: -0.88 -2.03 -2.93  0.048
H: 0.30 -2.79 -1.89  0.073
H: -0.41 -3.76 -3.11  0.058
H: 1.37 -1.24 -3.39  0.089
H: 1.89 -2.81 -3.71  0.096
H: -1.50 -1.68 -5.12  0.100
H: -0.46 -0.31 -4.74  0.085
H: -1.57 0.08 -6.94  0.089
H: 0.15 -0.32 -7.31  0.070
H: -1.01 -1.55 -7.53  0.049
H: -0.06 -3.16 -6.81  0.110
H: 0.01 -3.94 -5.23  0.091
H: 1.80 -4.87 -6.71  0.096
H: 2.24 -4.11 -5.19  0.045
H: 2.57 -3.24 -6.72  0.097
C: -7.51 -4.05 -0.15  -0.101
C: -7.20 -2.64 -0.58  -0.254
N: -6.55 -1.77 0.47  -0.191
C: -7.17 -1.94 1.77  -0.281
C: -8.50 -1.21 1.95  -0.087
C: -6.50 -0.39 0.04  -0.266
C: -5.71 0.46 1.02  -0.088
H: -7.31 -4.78 -0.94  0.077
H: -8.56 -4.17 0.16  0.081
H: -6.80 -4.31 0.66  0.074
H: -6.57 -2.64 -1.52  0.121
H: -8.14 -2.16 -0.84  0.097
H: -6.42 -1.53 2.49  0.084
H: -7.42 -3.03 1.95  0.108
H: -9.21 -1.41 1.08  0.095
H: -8.27 -0.13 1.93  0.064
H: -9.03 -1.47 2.86  0.069
H: -6.01 -0.37 -0.94  0.114
H: -7.50 0.03 -0.12  0.109
H: -5.43 1.45 0.59  0.086
H: -6.21 0.57 1.98  0.061
H: -4.73 0.07 1.29  0.048
C: 5.20 -5.95 1.53  -0.099
C: 3.72 -6.21 1.72  -0.251
N: 2.96 -5.29 2.63  -0.198
C: 2.99 -3.91 2.14  -0.240
C: 1.93 -3.61 1.08  -0.064
C: 3.46 -5.40 3.97  -0.260
C: 2.28 -5.06 4.97  -0.048
H: 5.30 -5.16 0.80  0.054
H: 5.60 -6.89 1.05  0.090
H: 5.75 -5.80 2.46  0.068
H: 3.29 -6.32 0.71  0.111
H: 3.52 -7.19 2.18  0.106
H: 2.74 -3.31 3.00  0.076
H: 4.06 -3.63 1.85  0.127
H: 0.99 -4.15 1.26  0.076
H: 1.63 -2.57 0.80  0.046
H: 2.18 -3.98 0.08  0.052
H: 4.42 -4.81 4.04  0.124
H: 3.76 -6.41 4.23  0.105
H: 2.57 -5.19 6.01  0.072
H: 1.53 -5.76 4.63  0.077
H: 1.89 -4.08 4.88  0.023
C: -4.31 -0.01 5.75  -0.088
C: -4.63 -1.19 4.82  -0.248
N: -3.47 -2.14 4.64  -0.164
C: -3.85 -3.54 4.86  -0.253
C: -4.54 -4.18 3.64  -0.072
C: -2.60 -1.79 3.48  -0.260
C: -1.51 -2.76 3.29  -0.091
H: -3.94 -0.28 6.75  0.071
H: -5.29 0.39 6.00  0.062
H: -3.61 0.72 5.31  0.068
H: -5.52 -1.75 5.13  0.102
H: -5.07 -0.79 3.86  0.095
H: -3.02 -4.14 5.20  0.093
H: -4.53 -3.52 5.73  0.115
H: -3.97 -4.09 2.71  0.052
H: -4.91 -5.22 3.78  0.081
H: -5.42 -3.51 3.53  0.054
H: -2.25 -0.75 3.60  0.097
H: -3.24 -1.74 2.57  0.103
H: -1.86 -3.73 2.98  0.064
H: -0.86 -2.86 4.15  0.061
H: -0.80 -2.40 2.50  0.077
C: 0.28 -1.71 6.43  0.003
O: 0.89 -1.37 5.14  -0.030
C: 2.21 -1.31 5.10  -0.646
O: 2.92 -1.56 6.04  0.118
O: 2.57 -1.04 3.84  -0.034
C: 3.99 -0.86 3.67  -0.017
H: -0.76 -1.74 6.17  0.075
H: 0.43 -0.95 7.16  0.085
H: 0.70 -2.69 6.74  0.104
H: 4.52 -1.49 4.41  0.103
H: 4.18 0.19 3.89  0.098
H: 4.25 -1.17 2.67  0.067
C: 4.50 -2.46 -2.04  0.004
O: 4.80 -1.04 -1.89  -0.012
C: 5.15 -0.70 -0.68  -0.655
O: 5.18 -1.47 0.29  0.083
O: 5.45 0.55 -0.51  0.022
C: 5.59 1.49 -1.58  -0.027
H: 4.74 -2.65 -3.07  0.091
H: 3.46 -2.62 -1.81  0.078
H: 5.13 -3.06 -1.41  0.090
H: 6.11 1.15 -2.46  0.098
H: 6.15 2.35 -1.18  0.086
H: 4.58 1.92 -1.79  0.083
C: -3.22 -4.43 -5.23  -0.059
O: -4.09 -3.96 -4.22  0.007
C: -3.55 -4.03 -2.99  -0.618
O: -2.52 -4.59 -2.72  0.109
O: -4.30 -3.37 -2.14  0.012
C: -3.83 -3.50 -0.79  -0.016
H: -3.12 -5.52 -5.16  0.103
H: -2.25 -3.93 -5.27  0.066
H: -3.71 -4.17 -6.20  0.108
H: -3.92 -4.49 -0.45  0.096
H: -4.54 -2.91 -0.24  0.068
H: -2.86 -3.04 -0.68  0.080

***

No. 6
An isolated molecule of C20H17N3O4. Source: OMol25; level of theory: wB97M-V/def2-TZVPD.

Summary:
E_HOMO	-9.07	eV
molecular weight	363.37	u
orbital gap	9.6	eV
SMILES string	O=C(OCc1ccccc1)C1=NN[C@H]2C(=O)N(Cc3ccccc3)C(=O)[C@@H]12
2S+1	1
energy relative to the best compared isomer or geometry (same formula, charge and spin)	53.8	kJ/mol

Each line ends with the Löwdin charge.
Element x y z (Å)
O: -1.99 2.57 -0.23  0.137
C: -0.98 2.10 -0.70  -0.441
O: 0.20 2.08 -0.09  0.015
C: 0.26 2.62 1.23  -0.103
C: 1.33 1.92 2.02  -0.199
C: 1.18 1.74 3.39  -0.044
C: 2.18 1.12 4.12  -0.091
C: 3.33 0.68 3.49  -0.098
C: 3.48 0.86 2.13  -0.086
C: 2.49 1.48 1.39  -0.040
C: -0.90 1.46 -2.02  -0.138
N: 0.17 1.34 -2.71  0.138
N: -0.09 0.76 -3.88  0.016
C: -1.43 0.16 -3.90  -0.124
C: -1.31 -1.32 -3.50  -0.381
O: -0.70 -2.16 -4.10  0.110
N: -1.95 -1.48 -2.31  0.065
C: -1.85 -2.68 -1.49  -0.055
C: -0.97 -2.36 -0.31  -0.211
C: 0.39 -2.12 -0.52  -0.031
C: 1.20 -1.72 0.52  -0.072
C: 0.66 -1.55 1.79  -0.082
C: -0.69 -1.78 2.00  -0.066
C: -1.50 -2.18 0.95  -0.039
C: -2.57 -0.34 -1.82  -0.367
O: -3.27 -0.31 -0.85  0.158
C: -2.12 0.81 -2.70  -0.056
H: 0.48 3.70 1.16  0.148
H: -0.72 2.51 1.70  0.131
H: 0.28 2.08 3.88  0.115
H: 2.06 0.98 5.18  0.103
H: 4.11 0.19 4.06  0.102
H: 4.38 0.51 1.63  0.104
H: 2.60 1.62 0.33  0.118
H: 0.67 0.30 -4.35  0.144
H: -1.90 0.29 -4.87  0.160
H: -2.85 -2.97 -1.16  0.134
H: -1.42 -3.46 -2.12  0.134
H: 0.81 -2.25 -1.51  0.115
H: 2.25 -1.53 0.35  0.102
H: 1.29 -1.23 2.60  0.092
H: -1.11 -1.64 2.98  0.105
H: -2.56 -2.34 1.12  0.114
H: -2.91 1.53 -2.88  0.167

***

No. 7
An isolated molecule of C3H5NO2. Source: OMol25; level of theory: wB97M-V/def2-TZVPD.

Summary:
E_HOMO	-10.70	eV
molecular weight	87.08	u
orbital gap	11.5	eV
SMILES string	[H]/N=C(/C)OC=O
2S+1	1
energy relative to the best compared isomer or geometry (same formula, charge and spin)	89.2	kJ/mol

Each line ends with the Löwdin charge.
Element x y z (Å)
H: 0.26 2.09 -0.31  0.073
N: -0.56 1.57 0.01  0.191
C: -0.28 0.38 0.30  -0.451
C: -1.28 -0.63 0.79  -0.009
O: 1.01 -0.18 0.23  0.023
C: 1.64 -0.19 -0.96  -0.323
O: 1.24 0.32 -1.98  0.091
H: -1.46 -0.49 1.86  0.089
H: -0.91 -1.64 0.63  0.083
H: -2.22 -0.49 0.26  0.087
H: 2.57 -0.75 -0.85  0.146